No. 1
Below is a structure of composition C30H28F5N6S2Tl, with properties calculated with wB97M-V/def2-TZVPD.

Structure (XYZ):
```
72
Properties=species:S:1:pos:R:3:forces:R:3
C 0.896081 -0.343397 -5.923294 0.0 0.0 0.0
H 0.095078 -0.636947 -6.588576 0.0 0.0 0.0
F -0.480022 -2.455245 -1.712792 0.0 0.0 0.0
C 3.257899 0.018314 -5.471678 0.0 0.0 0.0
H -1.058546 -0.101413 1.740331 0.0 0.0 0.0
N 1.159160 0.672865 -2.477858 0.0 0.0 0.0
F -0.445990 -3.143832 -4.283716 0.0 0.0 0.0
H -0.024831 -2.277156 1.642070 0.1 -0.2 0.1
F 4.258096 -3.141556 -4.256525 0.0 0.0 0.0
H -0.525176 0.327186 4.028571 0.0 0.0 0.0
H -1.922025 -2.542625 0.246925 0.0 0.0 0.0
C 0.716626 -2.997788 -3.630015 0.0 0.0 0.0
C -4.580610 -3.459719 2.146468 0.0 0.0 0.0
H -2.156986 -3.062820 4.488788 0.0 0.0 0.0
S 1.666053 -0.051571 3.231966 0.0 0.0 0.0
H -1.415341 -0.181513 -4.123795 0.0 0.0 0.0
H 0.665954 0.862294 5.225672 0.0 0.0 0.0
N -2.073389 2.568012 2.253450 0.0 0.0 0.0
Tl 2.171832 0.940759 0.038434 0.0 0.0 0.0
C 1.893820 -2.438509 -1.563800 0.0 0.0 0.0
H 2.928089 2.006443 3.266791 0.0 0.0 0.0
C -2.504007 -2.766786 1.134068 0.0 0.0 0.0
H -2.924245 2.152610 2.590330 0.0 0.0 0.0
H -2.961318 4.758616 3.942095 0.0 0.0 0.0
C -1.881006 -2.734628 2.385017 0.0 0.0 0.0
C 2.213822 -0.339848 -6.338341 0.0 0.0 0.0
C 3.088924 0.985097 3.614401 0.0 0.0 0.0
C -3.838235 -3.124208 1.022432 0.0 0.0 0.0
H -1.546607 6.780947 4.126508 0.0 0.0 0.0
C 3.094951 -2.988086 -3.616837 0.0 0.0 0.0
C -0.014920 6.059409 2.802745 0.0 0.0 0.0
C -1.174720 1.975680 1.411273 0.0 0.0 0.0
H -1.360779 1.753672 -1.423614 0.0 0.0 0.0
C 0.661244 0.025556 -4.604412 0.0 0.0 0.0
F 1.915931 -3.541728 -5.588575 0.0 0.0 0.0
C 0.418742 0.854285 4.164328 0.0 0.0 0.0
N -0.143936 2.728867 1.155562 0.0 0.0 0.0
H -2.039390 0.147507 -1.712942 0.0 0.0 0.0
H -0.040507 -2.649212 3.282510 0.0 0.0 0.0
C -1.360539 0.570704 0.931874 0.0 0.0 0.0
N -0.525913 0.290132 -0.216316 0.0 0.1 0.0
S 1.891486 -2.004521 0.131035 0.0 0.1 0.0
N -0.494309 0.109942 -3.846425 0.0 0.0 0.0
H 3.292774 0.986283 4.684476 0.0 0.0 0.0
C -1.228016 5.958681 3.499666 0.0 0.0 0.0
H 3.817884 0.646734 -3.487424 0.0 0.0 0.0
H -4.520747 -3.709348 4.275987 0.0 0.0 0.0
H 2.448864 -0.633174 -7.352697 0.0 0.0 0.0
C 3.013793 0.383516 -4.162492 0.0 0.0 0.0
C 0.435493 5.037698 1.989155 0.0 0.0 0.0
C -0.354123 3.895312 1.883732 0.0 0.0 0.0
C -0.126537 0.490299 -2.591832 0.0 0.0 0.1
C 1.690612 0.383895 -3.728931 0.0 0.0 0.0
C -2.025579 4.833555 3.403718 0.0 0.0 0.0
H 3.946625 0.564726 3.091422 0.0 0.0 0.0
C 0.725805 -2.636893 -2.297758 0.0 0.0 0.0
C -1.562011 3.810220 2.586094 0.0 0.0 0.0
H 1.369050 5.111402 1.446979 0.0 0.0 0.0
C -2.629215 -3.079601 3.513002 0.0 0.0 0.0
N -0.569064 -2.294801 2.501126 0.0 0.1 0.0
C -1.110224 0.689231 -1.482252 0.0 0.0 0.0
H 0.576727 6.959238 2.906806 0.0 0.0 0.0
C 1.910169 -3.185897 -4.300930 0.0 0.0 0.0
H 4.275394 -0.004604 -5.838346 0.0 0.0 0.0
H -2.427175 0.378537 0.745657 0.0 0.0 0.0
C -3.960787 -3.439950 3.389030 0.0 0.0 0.0
H -4.297894 -3.154382 0.042003 0.0 0.0 0.0
H -0.231782 -0.683589 -0.228370 0.0 0.0 0.0
H -5.620189 -3.743734 2.055295 0.0 0.0 0.0
F 4.256691 -2.427725 -1.685856 0.0 0.0 0.0
H 0.327408 1.878950 3.801789 0.0 0.0 0.0
C 3.075612 -2.620365 -2.283181 0.0 0.0 0.0
```
Positions in Å, forces in eV/Å.

Results
Energy   -80458.9556 eV
Net charge   0

Here are the Mulliken charges for atoms 1 to 5, given in e: C -1.03; H 0.42; F -0.29; C -0.59; H -0.51



No. 2
Below is a structure of composition Cl3FKLi at a distorted geometry, with properties calculated with wB97M-V/def2-TZVPD.

Structure (XYZ):
```
6
Properties=species:S:1:pos:R:3:forces:R:3
Cl -1.621617 1.126848 1.228145 -0.5 0.3 -0.9
Cl 2.187199 1.733995 -0.246131 -0.4 0.1 -0.3
K -1.546484 0.778211 -1.922040 0.7 -0.3 0.7
Cl 0.644379 -1.778966 -1.417444 -0.8 0.6 -0.6
F 0.215041 -1.737187 2.039369 -0.1 0.4 -0.4
Li 0.121482 -0.122899 0.318103 1.1 -1.1 1.5
```
Positions in Å, forces in eV/Å.

Results
Energy   -56819.6413 eV
Net charge   -2

Here are the Mulliken charges for atoms 1 to 5, given in e: Cl -0.88; Cl -0.88; K 0.91; Cl -0.86; F -0.94



No. 3
Below is an isolated molecule of C14H18N2O3 at a distorted geometry, with properties calculated with wB97M-V/def2-TZVPD.

Structure (XYZ):
```
37
Properties=species:S:1:pos:R:3:forces:R:3
C 0.293538 -0.449586 0.544664 -0.1 0.5 -1.5
H 6.575748 0.305674 -0.601571 -0.2 0.1 0.3
C 2.720128 -0.629111 -0.345168 0.8 -0.6 2.1
N 0.077879 -0.962391 1.847707 0.1 -1.0 1.9
O -1.293194 -1.088347 -1.144555 -0.4 -0.8 -0.1
H 1.330619 -2.220687 0.016455 0.2 -0.2 -0.1
C 4.969360 -0.564246 0.609524 -0.8 -0.3 0.1
H -0.511778 -1.814432 1.803041 0.7 0.6 0.1
C -1.816556 1.541490 0.969586 0.4 -0.5 1.0
C 3.621325 -0.897642 0.707376 0.6 0.2 -1.0
C -3.607541 1.361197 -0.617825 -0.9 0.1 -0.5
C -2.541618 2.380342 -0.071069 -0.3 -0.2 -1.4
O -3.438721 -2.430022 -0.356224 -1.4 -0.4 -0.2
H 5.571760 -0.912245 1.392469 1.0 -0.4 1.0
H 0.894445 -1.152840 -1.336397 0.5 -0.3 0.5
C -1.084364 -0.493812 -0.097807 -0.1 0.8 -1.0
H -0.492842 -0.289864 2.353946 0.2 -0.3 0.2
C -4.115249 -1.294704 -0.473481 0.4 2.8 0.8
H -4.634978 1.786538 -0.560503 0.7 -0.4 -0.2
H -3.344058 1.159701 -1.655098 -0.4 -0.1 -0.1
C 3.250149 0.129043 -1.335874 0.7 1.0 -0.4
C 5.514242 0.126252 -0.458603 -0.1 0.1 0.3
C -3.495040 0.019222 0.202765 1.1 1.1 -1.8
H -1.802765 2.618617 -0.903709 -1.1 0.0 1.0
H 3.338137 -1.461892 1.563018 -0.5 -0.4 0.5
H -4.075051 0.194740 1.076898 -0.5 -0.3 1.0
H -3.091770 3.306389 0.243993 1.0 -0.8 0.1
H -2.222325 1.690720 1.965678 0.0 0.2 0.2
H 4.812870 1.144257 -2.232004 0.6 0.2 0.0
C 4.589450 0.557909 -1.355570 -1.2 0.0 -1.6
H 2.648529 0.458987 -2.142605 -0.7 0.2 -0.8
N -2.079599 0.134163 0.600513 0.0 -0.6 0.1
H -2.530781 -2.201577 -0.562172 1.1 0.1 -0.2
O -5.206423 -1.111377 -0.930482 0.1 -1.1 0.0
H 0.556175 0.604771 0.585946 0.5 -0.1 0.2
H -0.720020 1.640574 1.016561 -0.8 0.6 0.1
C 1.340332 -1.185813 -0.319428 -1.4 0.3 -0.7
```
Positions in Å, forces in eV/Å.

Results
Energy   -23932.0610 eV
Net charge   0
Structure (SMILES)   N[C@@H](Cc1ccccc1)C(=O)N1CCC[C@H]1C(=O)O

Here are the Mulliken charges for atoms 1 to 5, given in e: C 0.30; H 0.39; C 0.06; N -0.62; O -0.79



Per-record highest occupied orbital energy, Eh: -0.2660 -0.0210 -0.3388
Per-record energy above the lowest of the compared OMol25 structures with the same formula, charge and spin, eV: 0.011 0.942 2.172